The following is a quantum chemistry calculation of an isolated ion of composition C20H30N3O2 and charge +1, from the OMol25 dataset.

Calculated values
ΔE to the lowest compared entry with this formula, charge and spin: 0.018 eV
total energy: -29787.6223 eV
SMILES: CCCCOc1cc(C(=O)NCC[NH+](CC)CC)c2ccccc2n1
total charge: +1
HOMO-LUMO gap: 8.1 eV
E_LUMO: -2.83 eV
multiplicity: 1

```
55
C20H30N3O2 the ωB97M-V functional and the def2-TZVPD basis
C 7.914 0.666 1.037
C 7.421 1.468 -0.162
C 5.948 1.863 -0.057
C 5.015 0.663 -0.125
O 3.671 1.149 -0.137
C 2.707 0.237 -0.143
C 1.372 0.725 -0.125
C 0.336 -0.174 -0.110
C -1.049 0.330 -0.019
O -1.900 -0.171 0.725
N -1.338 1.377 -0.816
C -2.533 2.200 -0.692
C -3.823 1.469 -1.084
N -4.251 0.527 -0.024
C -4.879 -0.703 -0.563
C -5.063 -1.761 0.513
C -5.044 1.188 1.043
C -6.481 1.507 0.661
C 0.621 -1.571 -0.132
C -0.353 -2.585 -0.150
C 0.016 -3.904 -0.178
C 1.370 -4.267 -0.199
C 2.343 -3.306 -0.193
C 1.997 -1.941 -0.163
N 2.994 -1.037 -0.162
H 7.423 -0.302 1.092
H 7.723 1.206 1.961
H 8.985 0.497 0.957
H 7.576 0.891 -1.076
H 8.013 2.381 -0.243
H 5.694 2.539 -0.876
H 5.775 2.395 0.881
H 5.138 0.000 0.737
H 5.189 0.076 -1.034
H 1.227 1.793 -0.065
H -0.598 1.725 -1.406
H -2.406 3.061 -1.348
H -2.612 2.565 0.338
H -3.647 0.912 -2.007
H -4.612 2.198 -1.272
H -3.301 0.200 0.433
H -5.830 -0.451 -1.035
H -4.210 -1.098 -1.331
H -5.840 -1.495 1.223
H -5.351 -2.697 0.044
H -4.131 -1.923 1.050
H -5.031 0.536 1.917
H -4.526 2.110 1.312
H -6.543 2.090 -0.254
H -7.080 0.609 0.546
H -6.925 2.097 1.458
H -1.398 -2.319 -0.129
H -0.740 -4.675 -0.186
H 1.637 -5.312 -0.222
H 3.391 -3.558 -0.215
```


The following is a quantum chemistry calculation of an isolated ion of composition C20H30N5 and charge +1, from the OMol25 dataset.

Calculated values
ΔE to the lowest compared entry with this formula, charge and spin: 0.118 eV
total energy: -28671.7740 eV
SMILES: CN1CC[NH+](CCCNCc2cn(CCC#N)c3ccccc23)CC1
total charge: +1
HOMO-LUMO gap: 8.8 eV
E_LUMO: -1.88 eV
multiplicity: 1

```
55
C20H30N5 the ωB97M-V functional and the def2-TZVPD basis
C -1.385 -3.758 1.095
N -0.839 -2.418 1.063
C -1.716 -1.384 1.549
C -2.801 -0.977 0.536
N -2.179 -0.558 -0.734
C -3.179 -0.097 -1.726
C -2.581 0.942 -2.672
C -2.015 2.131 -1.894
N -0.902 1.665 -1.066
C -0.354 2.659 -0.124
C 0.948 2.123 0.367
C 2.093 2.069 -0.377
N 3.035 1.297 0.242
C 4.241 0.829 -0.390
C 3.985 0.388 -1.854
C 2.633 -0.066 -2.042
N 1.539 -0.375 -2.181
C 2.508 0.842 1.424
C 3.061 0.039 2.415
C 2.291 -0.234 3.524
C 1.005 0.291 3.667
C 0.448 1.087 2.693
C 1.194 1.357 1.545
C -1.318 -1.640 -1.252
C -0.266 -2.016 -0.196
H -2.252 -3.917 0.440
H -1.681 -3.987 2.117
H -0.603 -4.458 0.805
H -1.097 -0.512 1.781
H -2.195 -1.718 2.469
H -3.385 -0.149 0.938
H -3.473 -1.818 0.340
H -1.523 0.350 -0.608
H -4.010 0.359 -1.182
H -3.568 -0.953 -2.284
H -3.363 1.287 -3.348
H -1.791 0.497 -3.279
H -2.780 2.546 -1.232
H -1.708 2.924 -2.587
H -0.139 1.356 -1.669
H -1.066 2.791 0.694
H -0.212 3.626 -0.623
H 2.302 2.553 -1.312
H 4.609 -0.018 0.190
H 5.010 1.610 -0.385
H 4.146 1.223 -2.542
H 4.673 -0.413 -2.131
H 4.065 -0.348 2.337
H 2.696 -0.852 4.310
H 0.447 0.072 4.565
H -0.532 1.524 2.827
H -0.809 -1.300 -2.153
H -1.940 -2.505 -1.494
H 0.377 -1.149 -0.013
H 0.356 -2.821 -0.587
```


The following is a quantum chemistry calculation of C20H30N5O3Re as an isolated structure in a non-equilibrium geometry, from the OMol25 dataset.

Calculated values
ΔE to the lowest compared entry with this formula, charge and spin: 0.485 eV
total energy: -36926.8999 eV
⟨S²⟩: 0.77
total charge: +3
HOMO-LUMO gap (spin up / spin down): 6.9 / 7.2 eV
E_LUMO (spin up / spin down): -10.56 / -10.25 eV
multiplicity: 2

```
59
C20H30N5O3Re the ωB97M-V functional and the def2-TZVPD basis
Re 0.360 -0.216 0.395
N 2.429 0.459 0.737
C 3.478 -0.376 1.371
C 3.012 -0.600 2.792
N 1.590 -0.941 2.764
C 1.295 -2.364 2.939
C 1.323 -3.041 1.593
N 0.303 -2.364 0.740
H 2.344 1.332 1.259
H 2.761 0.747 -0.184
H 3.562 -1.299 0.804
H 4.443 0.127 1.337
H 3.619 -1.366 3.278
H 3.144 0.318 3.368
H 1.062 -0.379 3.413
H 1.998 -2.857 3.616
H 0.305 -2.466 3.388
H 2.288 -2.927 1.108
H 1.106 -4.106 1.664
H 0.302 -2.826 -0.167
H -0.615 -2.573 1.136
C -2.150 0.024 4.036
C -1.909 0.353 2.604
O -0.767 0.051 2.096
N -2.841 0.927 1.893
C -2.641 1.357 0.512
C -2.656 0.205 -0.456
C -3.806 -0.048 -1.180
C -3.846 -1.087 -2.096
C -2.705 -1.849 -2.275
C -1.591 -1.555 -1.525
N -1.541 -0.564 -0.602
H -1.309 0.377 4.634
H -2.213 -1.060 4.147
H -3.065 0.471 4.417
H -3.725 1.121 2.345
H -1.711 1.912 0.458
H -3.447 2.044 0.266
H -4.672 0.585 -1.033
H -4.744 -1.283 -2.669
H -2.667 -2.656 -2.995
H -0.677 -2.102 -1.692
C 0.483 3.877 -1.168
C 0.539 2.389 -1.224
O 0.354 1.777 -0.128
C 0.784 1.680 -2.452
C 0.832 2.383 -3.673
C 1.064 1.724 -4.859
C 1.269 0.344 -4.852
C 1.231 -0.374 -3.666
C 0.988 0.290 -2.482
O 0.985 -0.475 -1.336
H 0.388 4.211 -0.139
H -0.372 4.244 -1.741
H 1.378 4.311 -1.618
H 0.678 3.453 -3.684
H 1.095 2.276 -5.788
H 1.467 -0.176 -5.780
H 1.412 -1.441 -3.646
```


The following is a quantum chemistry calculation of C20H30NO3Se4SiTcTe2 as an isolated structure, from the OMol25 dataset.

Calculated values
ΔE to the lowest compared entry with this formula, charge and spin: 0.470 eV
total energy: -314911.4590 eV
⟨S²⟩: 1.16
total charge: -1
HOMO-LUMO gap (spin up / spin down): 4.8 / 6.1 eV
E_LUMO (spin up / spin down): 0.34 / 1.60 eV
multiplicity: 2

```
62
C20H30NO3Se4SiTcTe2 the ωB97M-V functional and the def2-TZVPD basis
Tc 0.783 -0.023 0.124
Se 1.211 -0.655 2.671
Te 0.785 1.350 4.111
Te -1.059 2.470 2.482
Se 0.430 2.313 0.463
C -3.932 3.425 -0.497
Se -2.646 2.530 -1.642
C -3.363 0.753 -1.337
C -3.136 0.193 0.063
Se -1.615 -1.000 0.204
C -2.002 -1.590 2.002
H -4.949 3.284 -0.859
H -3.690 4.486 -0.520
H -3.846 3.070 0.529
H -2.927 0.116 -2.106
H -4.433 0.815 -1.536
H -3.957 -0.472 0.335
H -3.051 0.963 0.826
H -2.975 -2.078 1.983
H -1.984 -0.735 2.671
H -1.213 -2.279 2.280
C -1.853 0.677 -5.374
Si -0.212 0.054 -4.771
C 1.150 0.953 -5.648
C -0.064 -1.769 -5.080
C -0.051 0.315 -2.990
C 0.229 0.252 -1.802
H -1.908 0.627 -6.466
H -2.013 1.712 -5.064
H -2.673 0.080 -4.963
H 1.111 0.747 -6.722
H 2.122 0.634 -5.266
H 1.065 2.032 -5.498
H 0.096 -1.987 -6.140
H -0.969 -2.289 -4.753
H 0.777 -2.166 -4.505
O 4.970 -0.319 -0.662
C 3.828 -0.074 -0.468
N 2.696 0.232 -0.269
C 2.312 -8.387 0.415
C 2.145 -6.927 0.076
C 0.976 -6.451 -0.500
C 0.818 -5.103 -0.818
C -0.472 -4.603 -1.420
C 1.863 -4.225 -0.563
C 3.052 -4.672 0.018
C 4.166 -3.704 0.323
C 3.171 -6.021 0.329
C 1.713 -2.769 -0.917
O 2.147 -2.333 -1.958
O 1.060 -2.108 0.016
H 1.396 -8.946 0.220
H 2.567 -8.521 1.469
H 3.112 -8.845 -0.172
H 0.163 -7.141 -0.708
H -1.086 -5.437 -1.765
H -0.285 -3.939 -2.267
H -1.050 -4.027 -0.693
H 3.853 -2.981 1.081
H 4.456 -3.132 -0.560
H 5.045 -4.229 0.698
H 4.092 -6.374 0.784
```


The following is a quantum chemistry calculation of a 5-piece molecular cluster, C20H30O10 overall in a non-equilibrium geometry, from the OMol25 dataset.

Calculated values
ΔE to the lowest compared entry with this formula, charge and spin: 3.189 eV
total energy: -41699.1879 eV
SMILES: O=C1CCCO1.O=C1CCCO1.O=C1CCCO1.O=C1CCCO1.O=C1CCCO1
HOMO-LUMO gap: 10.0 eV
E_LUMO: 0.12 eV
multiplicity: 1

```
60
C20H30O10 the ωB97M-V functional and the def2-TZVPD basis
O 4.391 -6.342 2.306
C 3.978 -5.504 3.010
C 2.565 -4.951 2.974
C 2.804 -3.698 3.979
C 4.190 -3.813 4.489
O 4.810 -4.887 3.799
H 2.335 -4.468 2.025
H 1.741 -5.574 3.322
H 2.763 -2.783 3.389
H 2.053 -3.646 4.767
H 4.811 -2.929 4.342
H 4.202 -3.889 5.577
O -0.848 3.430 -4.424
C -0.626 2.479 -5.151
C 0.192 1.283 -4.841
C -0.391 0.204 -5.683
C -0.888 0.949 -6.873
O -1.403 2.226 -6.291
H 1.273 1.378 -4.950
H 0.079 1.123 -3.768
H 0.376 -0.521 -5.957
H -1.079 -0.316 -5.016
H -0.117 1.162 -7.615
H -1.737 0.408 -7.291
O -1.201 7.196 -2.039
C -0.531 6.456 -1.316
C 0.350 5.259 -1.588
C 1.257 5.241 -0.319
C 0.427 5.773 0.792
O -0.452 6.606 0.007
H -0.458 4.543 -1.742
H 0.736 5.700 -2.507
H 1.747 4.284 -0.139
H 2.068 5.922 -0.580
H -0.093 4.986 1.339
H 0.990 6.399 1.484
O 1.777 -1.732 0.808
C 1.125 -0.751 0.718
C 1.509 0.567 0.267
C 0.115 1.086 -0.190
C -0.799 0.424 0.820
O -0.222 -0.800 1.012
H 1.914 1.119 1.116
H 2.205 0.623 -0.571
H -0.055 2.156 -0.074
H -0.008 0.776 -1.228
H -0.766 0.806 1.840
H -1.850 0.428 0.532
O -4.530 -0.630 3.147
C -4.046 -1.688 2.817
C -4.758 -3.021 2.674
C -3.881 -3.599 1.551
C -2.536 -3.005 1.650
O -2.915 -1.745 2.180
H -4.751 -3.462 3.671
H -5.782 -2.788 2.382
H -3.838 -4.688 1.563
H -4.237 -3.492 0.526
H -2.031 -3.363 2.547
H -1.955 -2.908 0.732
```


The following is a quantum chemistry calculation of C20H31As2N2O3Rb as an isolated structure in a non-equilibrium geometry, from the OMol25 dataset.

Calculated values
ΔE to the lowest compared entry with this formula, charge and spin: 1.344 eV
total energy: -152695.8407 eV
total charge: -2
HOMO-LUMO gap: 6.0 eV
E_LUMO: 4.25 eV
multiplicity: 1

```
59
C20H31As2N2O3Rb the ωB97M-V functional and the def2-TZVPD basis
Rb 0.130 -0.868 -1.516
N 0.344 1.775 -3.262
C -0.248 1.015 -4.359
C -0.049 -0.492 -4.078
O 1.156 -0.854 -3.901
N -1.147 -1.171 -4.013
C -1.042 -2.594 -3.797
C -1.702 -3.178 -2.505
O -2.451 -4.157 -2.673
O -1.381 -2.693 -1.392
H 0.624 2.702 -3.576
H 1.193 1.273 -3.000
H 0.243 1.240 -5.324
H -1.312 1.245 -4.444
H 0.017 -2.916 -3.767
H -1.531 -3.101 -4.640
C 1.142 3.155 0.722
As -0.283 1.893 0.153
C -1.439 3.397 -0.632
C -1.372 1.811 1.776
C -1.634 2.933 2.551
C -2.528 2.895 3.611
C -3.171 1.708 3.913
C -2.896 0.576 3.160
C -2.000 0.606 2.100
As -1.653 -0.928 0.918
C -1.131 -2.254 2.281
C -3.530 -1.519 0.774
H 0.761 4.069 1.182
H 1.721 3.429 -0.165
H 1.799 2.639 1.421
H -1.559 4.304 -0.031
H -2.434 2.978 -0.811
H -1.021 3.672 -1.602
H -1.152 3.879 2.316
H -2.733 3.792 4.191
H -3.896 1.671 4.723
H -3.415 -0.349 3.400
H -1.804 -2.280 3.142
H -0.117 -2.029 2.611
H -1.137 -3.229 1.790
H -3.955 -1.922 1.696
H -3.538 -2.297 0.014
H -4.154 -0.694 0.424
C 3.558 -1.494 -0.753
C 3.437 -1.169 0.741
C 4.632 -0.296 1.161
C 3.463 -2.478 1.546
C 2.165 -0.456 0.989
C 1.113 0.103 1.258
H 4.506 -2.001 -0.966
H 3.510 -0.575 -1.338
H 2.733 -2.140 -1.062
H 5.579 -0.794 0.939
H 4.590 -0.086 2.229
H 4.607 0.654 0.631
H 4.365 -3.060 1.329
H 2.589 -3.080 1.297
H 3.437 -2.263 2.615
```


The following is a quantum chemistry calculation of C20H31As2N2O3Rb as an isolated structure in a non-equilibrium geometry, from the OMol25 dataset.

Calculated values
ΔE to the lowest compared entry with this formula, charge and spin: 0.660 eV
total energy: -152696.5242 eV
total charge: -2
HOMO-LUMO gap: 5.8 eV
E_LUMO: 4.38 eV
multiplicity: 1

```
59
C20H31As2N2O3Rb the ωB97M-V functional and the def2-TZVPD basis
Rb -2.458 0.688 -0.365
N -0.154 1.376 -3.910
C -0.914 2.562 -3.494
C -2.329 2.248 -2.940
O -2.627 1.014 -2.796
N -3.015 3.325 -2.710
C -4.310 3.170 -2.067
C -4.221 2.613 -0.627
O -3.327 3.074 0.127
O -5.004 1.678 -0.319
H -0.249 1.254 -4.912
H -0.665 0.591 -3.499
H -1.033 3.262 -4.324
H -0.373 3.093 -2.705
H -4.993 2.516 -2.624
H -4.765 4.166 -2.006
C 1.472 3.399 -0.279
As 0.564 1.664 0.111
C 0.204 2.098 1.998
C 2.244 0.653 0.331
C 3.238 1.073 1.205
C 4.421 0.358 1.354
C 4.622 -0.789 0.604
C 3.636 -1.211 -0.281
C 2.444 -0.513 -0.423
As 1.008 -1.119 -1.623
C 2.200 -1.266 -3.235
C 1.111 -3.056 -1.225
H 2.269 3.642 0.428
H 0.715 4.185 -0.251
H 1.889 3.364 -1.287
H 1.021 2.656 2.459
H 0.033 1.164 2.532
H -0.705 2.702 2.024
H 3.092 1.972 1.794
H 5.179 0.695 2.053
H 5.541 -1.357 0.707
H 3.809 -2.113 -0.859
H 3.130 -1.808 -3.047
H 2.422 -0.254 -3.576
H 1.650 -1.775 -4.031
H 2.119 -3.458 -1.346
H 0.439 -3.582 -1.907
H 0.766 -3.207 -0.203
C -2.804 -2.591 2.840
C -1.269 -2.588 2.855
C -0.760 -4.020 2.632
C -0.781 -2.090 4.223
C -0.754 -1.707 1.789
C -0.303 -0.976 0.912
H -3.199 -3.239 3.631
H -3.171 -2.951 1.878
H -3.187 -1.581 2.990
H -1.106 -4.689 3.427
H 0.331 -4.030 2.613
H -1.117 -4.399 1.672
H -1.133 -2.748 5.026
H -1.154 -1.081 4.411
H 0.309 -2.057 4.243
```


The following is a quantum chemistry calculation of C20H31As2Ru as an isolated structure in a non-equilibrium geometry, from the OMol25 dataset.

Calculated values
ΔE to the lowest compared entry with this formula, charge and spin: 1.063 eV
total energy: -145485.0423 eV
⟨S²⟩: 1.24
total charge: +2
HOMO-LUMO gap (spin up / spin down): 5.9 / 7.4 eV
E_LUMO (spin up / spin down): -8.63 / -7.57 eV
multiplicity: 2

```
54
C20H31As2Ru the ωB97M-V functional and the def2-TZVPD basis
Ru -0.267 -0.028 0.967
C 2.331 0.514 1.748
C 1.162 1.004 2.411
C 0.583 2.022 1.566
C 1.367 2.110 0.372
C 2.456 1.192 0.495
C 3.578 1.010 -0.444
C 1.146 3.107 -0.701
C -0.538 2.943 1.905
C 0.702 0.684 3.803
C 3.295 -0.492 2.247
H 4.526 1.171 0.074
H 3.514 1.700 -1.282
H 3.606 -0.011 -0.834
H 1.385 4.107 -0.330
H 0.099 3.123 -1.010
H 1.771 2.910 -1.566
H -1.138 2.568 2.733
H -1.171 3.121 1.025
H -0.138 3.918 2.200
H 0.657 1.588 4.412
H 1.374 -0.019 4.291
H -0.317 0.255 3.795
H 4.184 0.012 2.640
H 3.636 -1.133 1.432
H 2.876 -1.097 3.048
C -4.000 0.932 -0.883
As -2.655 -0.001 0.198
C -3.398 0.147 2.023
C -3.014 -1.908 -0.149
C -4.336 -2.321 -0.271
C -4.645 -3.653 -0.488
C -3.630 -4.591 -0.556
C -2.312 -4.195 -0.409
C -1.988 -2.853 -0.214
As -0.102 -2.360 0.063
C 0.910 -3.803 -0.796
C 0.063 -2.893 1.967
H -4.996 0.810 -0.452
H -3.981 0.543 -1.903
H -3.765 1.999 -0.919
H -4.171 -0.606 2.189
H -3.816 1.144 2.180
H -2.592 -0.018 2.754
H -5.137 -1.590 -0.208
H -5.675 -3.956 -0.600
H -3.860 -5.634 -0.717
H -1.523 -4.937 -0.446
H 0.801 -4.730 -0.227
H 1.970 -3.542 -0.838
H 0.549 -3.941 -1.818
H -0.522 -3.799 2.148
H -0.317 -2.097 2.635
H 1.109 -3.090 2.206
```


> Which value of multiplicity does entry 5 give?

1